C42H40AuN3O5P2 as an isolated structure. Source: the Open Molecules 2025 dataset; level of theory: ωB97M-V/def2-TZVPD.

The energy above the lowest of the compared OMol25 structures with the same formula, charge and spin is 0.00 kJ/mol. The net charge is +2. As for the multiplicity: 1.

Element x y z (Å)
Au -1.03482 -0.02779 -0.46517
N -3.41485 -1.53996 0.21965
P -2.04559 -2.08673 -0.59289
C -2.43800 -2.43060 -2.29300
C -3.06571 -1.45085 -3.06844
C -3.34613 -1.70556 -4.39620
C -2.98873 -2.92832 -4.95801
C -2.35417 -3.89580 -4.19446
C -2.07253 -3.65218 -2.85824
C -1.29575 -3.48555 0.19171
C 0.03090 -3.80764 -0.09899
C 0.59349 -4.93501 0.47368
C -0.16039 -5.73164 1.32583
C -1.48145 -5.41082 1.61130
C -2.05526 -4.28395 1.04800
P -3.01141 0.02304 0.70285
C -2.67015 0.12854 2.44785
C -3.62964 -0.34639 3.34640
C -3.39650 -0.24946 4.70590
C -2.22201 0.33587 5.16887
C -1.27396 0.81694 4.27833
C -1.49188 0.70842 2.91306
C -4.34142 1.12021 0.28107
C -4.40699 2.35240 0.93920
C -5.42106 3.23866 0.62158
C -6.36595 2.89751 -0.33950
C -6.30186 1.67206 -0.99092
C -5.28435 0.78173 -0.69123
H -4.22767 -2.07752 0.49308
H -3.33209 -0.49102 -2.63869
H -3.83650 -0.95394 -4.99953
H -3.20577 -3.12276 -5.99973
H -2.07916 -4.84359 -4.63606
H -1.58627 -4.41283 -2.26219
H 0.61728 -3.19633 -0.76989
H 1.62179 -5.18909 0.25600
H 0.28444 -6.61069 1.77254
H -2.06234 -6.03627 2.27486
H -3.08342 -4.03802 1.28393
H -4.55846 -0.78208 2.99402
H -4.13159 -0.62051 5.40679
H -2.04854 0.41720 6.23346
H -0.36351 1.27489 4.64017
H -0.74063 1.07500 2.22569
H -3.68572 2.60575 1.70750
H -5.48509 4.18914 1.13323
H -7.16280 3.58949 -0.57701
H -7.04727 1.40929 -1.72886
H -5.23541 -0.17269 -1.20059
C 4.50145 2.29615 -0.34518
C 3.82546 3.64289 -0.15048
N 3.38308 3.86747 1.22355
C 4.40361 4.08553 2.25835
C 4.56177 2.88881 3.18299
C 2.09946 3.96567 1.59584
O 1.71381 4.23486 2.72294
C 1.02153 3.65264 0.58323
C 0.24698 4.65480 0.01408
C -0.84258 4.30557 -0.76843
C -1.15592 2.97054 -0.92008
N -0.41833 2.00614 -0.35047
C 0.66430 2.33443 0.36992
H 4.79719 2.17204 -1.38712
H 3.83076 1.47667 -0.07862
H 5.39787 2.21028 0.26906
H 2.96645 3.73627 -0.81396
H 4.51034 4.45185 -0.41515
H 4.12011 4.96832 2.83055
H 5.33692 4.30610 1.74061
H 3.62731 2.68695 3.70495
H 5.32726 3.09516 3.93051
H 4.85810 1.99729 2.62938
H 0.49059 5.69464 0.19159
H -1.45805 5.05531 -1.24454
H -2.01295 2.65431 -1.50042
H 1.22245 1.51641 0.81186
O 1.28267 -0.69292 0.62371
C 1.57197 -0.82639 -0.57252
O 0.68707 -0.52973 -1.49616
C 2.88992 -1.27653 -1.04851
C 3.86126 -1.58288 -0.10121
C 5.13463 -2.00494 -0.48026
C 5.37323 -2.10153 -1.83094
O 6.51151 -2.48418 -2.44549
C 6.26387 -2.41594 -3.85673
O 4.90907 -1.98865 -4.02941
C 4.40194 -1.79841 -2.78216
C 3.15022 -1.38077 -2.42988
H 3.60977 -1.48926 0.94648
H 5.89870 -2.24672 0.24437
H 6.39343 -3.40609 -4.29179
H 6.93739 -1.68627 -4.30493
H 2.39929 -1.13646 -3.16651